The following is a DFT calculation (wB97M-V/def2-TZVPD) of a cluster of 2 separate species, C2H3F2IO in total in a non-equilibrium geometry.

Each line ends with the natural charge from an NBO analysis.
Geometry (Å):
C (1.351, -1.154, 0.665)  0.303
C (-0.806, 0.567, -1.307)  0.515
O (1.111, -0.811, 1.811)  -0.524
F (-0.805, 1.655, -2.093)  -0.364
F (-1.913, -0.110, -1.754)  -0.378
I (-1.528, 1.565, 0.926)  0.085
H (0.661, -1.403, -0.118)  0.121
H (2.310, -1.125, 0.144)  0.103
H (-0.381, 0.816, 1.726)  0.139

Output
molar mass = 207.945 g mol⁻¹
multiplicity = 1
relative energy (zero: lowest compared OMol25 entry of this formula, charge and spin) = 99.11 kcal per mole
LUMO level = 0.1 eV
calculated total energy = -17701.6794 eV